Version one
# C32H21BrCl2F3N3OPSSe2W

A molecular structure, C32H21BrCl2F3N3OPSSe2W (wB97M-V/def2-TZVPD, OMol25).

Each line ends with the natural charge from an NBO analysis.
Cartesian coordinates (Å):
W -0.02 -0.14 -0.43  0.81
Cl 0.92 -3.84 2.79  0.05
C -0.44 -3.73 1.75  -0.09
C -1.38 -4.78 1.72  -0.21
C -2.45 -4.74 0.87  -0.05
Cl -3.59 -6.04 0.86  0.04
C -2.63 -3.64 -0.01  -0.04
C -3.67 -3.51 -0.95  -0.09
C -3.71 -2.42 -1.77  -0.26
C -2.71 -1.45 -1.68  0.11
N -1.73 -1.53 -0.80  -0.50
C -1.68 -2.61 0.04  0.08
C -0.58 -2.63 0.94  0.34
O 0.29 -1.63 0.90  -0.74
H -1.25 -5.62 2.38  0.26
H -4.43 -4.28 -1.01  0.25
H -4.50 -2.30 -2.51  0.24
H -2.69 -0.60 -2.35  0.23
F 1.14 -3.06 -6.15  -0.31
C 0.71 -2.10 -5.32  0.98
F -0.62 -1.98 -5.48  -0.32
F 1.27 -0.95 -5.73  -0.31
C 1.06 -2.40 -3.89  -0.21
C 1.73 -3.56 -3.53  -0.08
C 2.03 -3.81 -2.19  -0.27
C 1.61 -2.90 -1.24  0.09
N 0.95 -1.80 -1.60  -0.51
C 0.70 -1.51 -2.88  0.12
S -0.06 0.04 -2.95  0.01
H 2.03 -4.26 -4.30  0.25
H 2.57 -4.69 -1.90  0.25
H 1.81 -3.02 -0.19  0.24
Se -1.63 0.59 1.55  -0.14
P 0.41 1.24 1.61  1.02
Se 2.40 0.55 -0.45  -0.11
C 0.58 3.04 1.52  -0.44
C -0.52 3.84 1.83  -0.18
C -0.43 5.22 1.73  -0.19
C 0.77 5.81 1.34  -0.18
C 1.87 5.02 1.04  -0.21
C 1.78 3.64 1.13  -0.14
C 1.36 0.57 2.99  -0.33
C 2.64 1.05 3.26  -0.20
C 3.36 0.53 4.32  -0.19
C 2.80 -0.45 5.12  -0.17
C 1.52 -0.92 4.86  -0.20
C 0.80 -0.41 3.80  -0.18
H -1.45 3.39 2.13  0.23
H -1.29 5.84 1.96  0.23
H 0.84 6.89 1.26  0.23
H 2.80 5.48 0.74  0.23
H 2.63 3.04 0.86  0.22
H 3.09 1.82 2.64  0.22
H 4.36 0.90 4.52  0.23
H 3.36 -0.85 5.96  0.23
H 1.09 -1.69 5.49  0.23
H -0.20 -0.79 3.59  0.23
Br -2.15 6.17 -2.49  0.15
C -1.58 4.47 -1.98  -0.02
C -0.23 4.16 -1.97  -0.27
C 0.15 2.90 -1.55  0.09
N -0.72 1.97 -1.12  -0.50
C -2.02 2.28 -1.18  0.08
C -2.50 3.50 -1.60  -0.27
H 0.52 4.87 -2.29  0.25
H 1.19 2.61 -1.54  0.25
H -2.72 1.51 -0.86  0.22
H -3.56 3.69 -1.62  0.25

Computed properties:
- LUMO energy (alpha / beta): -3.55 / -4.36 eV
- Highest occupied orbital energy (alpha / beta): -10.35 / -10.80 eV
- Total charge: +1
- ⟨S²⟩: 2.015
- Spin multiplicity: 3


Version two
# C32H21BrCl2F3N3OPSSe2W

A molecular structure, C32H21BrCl2F3N3OPSSe2W (wB97M-V/def2-TZVPD, OMol25).

Each line ends with the natural charge from an NBO analysis.
Cartesian coordinates (Å):
W -0.89 -0.48 0.47  1.24
Cl -5.05 2.07 1.60  0.07
C -3.82 1.57 2.68  -0.09
C -3.97 1.80 4.07  -0.20
C -3.00 1.43 4.95  -0.03
Cl -3.21 1.74 6.65  0.03
C -1.82 0.80 4.50  -0.11
C -0.74 0.40 5.32  -0.09
C 0.36 -0.19 4.74  -0.25
C 0.38 -0.41 3.36  0.08
N -0.62 -0.07 2.57  -0.52
C -1.71 0.56 3.13  0.11
C -2.70 0.95 2.20  0.33
O -2.47 0.69 0.92  -0.73
H -4.87 2.29 4.42  0.26
H -0.78 0.57 6.38  0.25
H 1.21 -0.49 5.34  0.24
H 1.24 -0.87 2.88  0.22
F -4.37 -4.07 -1.74  -0.31
C -4.57 -2.93 -2.43  0.98
F -5.04 -3.26 -3.64  -0.32
F -5.53 -2.23 -1.79  -0.31
C -3.29 -2.13 -2.55  -0.21
C -2.79 -1.80 -3.78  -0.08
C -1.60 -1.07 -3.90  -0.28
C -0.97 -0.69 -2.75  0.08
N -1.46 -1.00 -1.54  -0.58
C -2.59 -1.71 -1.40  0.11
S -3.00 -1.96 0.25  -0.01
H -3.32 -2.12 -4.67  0.25
H -1.19 -0.81 -4.86  0.24
H -0.05 -0.11 -2.77  0.23
Se 1.75 -0.51 0.03  -0.30
P 1.63 1.50 -0.79  1.04
Se -0.43 2.01 -0.39  -0.18
C 2.01 1.49 -2.55  -0.36
C 3.01 0.66 -3.04  -0.21
C 3.34 0.69 -4.39  -0.19
C 2.67 1.56 -5.24  -0.18
C 1.67 2.39 -4.75  -0.20
C 1.33 2.36 -3.41  -0.21
C 2.81 2.61 -0.02  -0.35
C 2.65 3.98 -0.22  -0.19
C 3.56 4.87 0.32  -0.20
C 4.64 4.39 1.05  -0.18
C 4.80 3.02 1.25  -0.19
C 3.88 2.13 0.71  -0.21
H 3.53 -0.02 -2.38  0.23
H 4.12 0.05 -4.77  0.23
H 2.92 1.58 -6.29  0.23
H 1.14 3.06 -5.42  0.23
H 0.53 2.99 -3.04  0.23
H 1.80 4.37 -0.78  0.22
H 3.44 5.93 0.17  0.23
H 5.36 5.08 1.48  0.23
H 5.64 2.65 1.82  0.23
H 4.00 1.07 0.88  0.23
Br 0.57 -7.11 1.38  0.16
C 0.24 -5.29 1.15  -0.02
C 0.52 -4.68 -0.06  -0.27
C 0.27 -3.33 -0.18  0.08
N -0.25 -2.59 0.81  -0.51
C -0.53 -3.20 1.97  0.09
C -0.29 -4.54 2.19  -0.27
H 0.93 -5.23 -0.89  0.25
H 0.48 -2.81 -1.11  0.23
H -0.99 -2.60 2.74  0.22
H -0.54 -4.99 3.14  0.26

Computed properties:
- LUMO energy (alpha / beta): -3.05 / -3.74 eV
- Highest occupied orbital energy (alpha / beta): -10.10 / -10.46 eV
- Total charge: +1
- ⟨S²⟩: 2.028
- Spin multiplicity: 3


Which one sits at the top of the stability order? version two does.


Version one
# C3H9N3O

A single C3H9N3O molecule (wB97M-V/def2-TZVPD, OMol25).

Each line ends with the natural charge from an NBO analysis.
Cartesian coordinates (Å):
C 0.47 -0.04 -0.63  0.50
N 0.91 -0.99 0.36  -0.88
N 0.60 -0.56 -1.95  -0.83
N -0.99 0.17 2.02  -0.83
C -0.91 0.45 -0.38  -0.39
C -1.53 0.51 0.81  0.06
O 1.53 1.08 -0.46  -0.79
H 1.34 1.63 0.31  0.47
H 1.94 -0.91 0.33  0.38
H 0.61 -1.92 0.09  0.37
H 1.57 -0.71 -2.18  0.37
H 0.21 0.08 -2.64  0.37
H -0.13 -0.36 1.95  0.42
H -1.62 -0.10 2.75  0.38
H -1.44 0.83 -1.25  0.21
H -2.55 0.86 0.86  0.19

Computed properties:
- LUMO energy: 1.00 eV
- Highest occupied orbital energy: -8.15 eV
- Total charge: 0
- SMILES: N/C=C\C(N)(N)O
- Spin multiplicity: 1


Version two
# C3H9N3O

A single C3H9N3O molecule (wB97M-V/def2-TZVPD, OMol25).

Each line ends with the natural charge from an NBO analysis.
Cartesian coordinates (Å):
C -0.74 -0.12 0.92  -0.25
N -0.81 -0.89 -0.34  -0.60
C -0.64 -0.21 -1.51  0.77
N -0.96 1.17 -1.55  -0.89
O -0.35 -0.80 -2.54  -0.62
C 0.69 -0.12 1.53  -0.23
N 1.81 0.03 0.61  -0.83
H -1.07 0.91 0.84  0.22
H -1.47 -0.55 1.61  0.20
H -0.27 -1.72 -0.29  0.39
H -1.36 1.48 -2.40  0.40
H -0.07 1.64 -1.37  0.37
H 0.79 -1.11 1.96  0.18
H 0.65 0.58 2.36  0.19
H 2.13 -0.89 0.37  0.36
H 1.67 0.59 -0.20  0.35

Computed properties:
- LUMO energy: 0.77 eV
- Highest occupied orbital energy: -9.56 eV
- Total charge: 0
- SMILES: NCCNC(N)=O
- Spin multiplicity: 1


Version three
# C3H9N3O

A molecular structure, C3H9N3O (wB97M-V/def2-TZVPD, OMol25).

Each line ends with the natural charge from an NBO analysis.
Cartesian coordinates (Å):
C 1.10 0.68 -1.54  -0.47
C -1.10 1.39 -0.88  -0.46
N -0.18 0.30 -1.02  -0.28
C -0.01 -1.07 0.37  0.88
N -0.43 -1.28 2.87  -0.67
O -0.35 -0.26 1.25  -0.49
N 0.56 -2.11 0.05  -0.80
H -0.52 -0.45 3.47  0.31
H 0.53 -1.60 3.04  0.31
H 0.13 -3.01 0.04  0.42
H 1.76 -0.19 -1.54  0.22
H 1.56 1.51 -0.98  0.19
H -0.67 2.24 -0.33  0.19
H -1.99 1.06 -0.35  0.22
H -1.37 1.77 -1.87  0.21
H 0.99 1.02 -2.58  0.21

Computed properties:
- LUMO energy (alpha / beta): -0.85 / 0.80 eV
- Highest occupied orbital energy (alpha / beta): -7.72 / -9.27 eV
- Total charge: 0
- Spin multiplicity: 1


Which one sits at the top of the stability order? version two does.


Version one
# Br3OP

2 unconnected molecules or ions with the total composition Br3OP (wB97M-V/def2-TZVPD, OMol25).

Each line ends with the natural charge from an NBO analysis.
Cartesian coordinates (Å):
O 1.89 -0.50 1.21  -0.97
P 2.49 -0.11 -0.05  1.29
Br -3.33 0.58 -0.23  0.00
Br 1.16 1.45 -1.00  -0.32
Br -2.22 -1.42 0.08  0.00

Computed properties:
- LUMO energy: -1.57 eV
- Highest occupied orbital energy: -10.28 eV
- Total charge: 0
- SMILES: O=PBr.BrBr
- Spin multiplicity: 1


Version two
# Br3OP

2 unconnected molecules or ions with the total composition Br3OP (wB97M-V/def2-TZVPD, OMol25).

Each line ends with the natural charge from an NBO analysis.
Cartesian coordinates (Å):
O 1.33 -1.17 0.57  -0.97
P 2.01 -0.84 -0.65  1.33
Br -2.11 2.73 1.55  -0.01
Br 0.47 -1.37 -2.30  -0.36
Br -1.70 0.66 0.84  0.01

Computed properties:
- LUMO energy: -1.45 eV
- Highest occupied orbital energy: -10.09 eV
- Total charge: 0
- SMILES: O=PBr.BrBr
- Spin multiplicity: 1


Which one sits at the top of the stability order? version one does.


Version one
# C2H3BrI2

A molecular structure, C2H3BrI2 (wB97M-V/def2-TZVPD, OMol25).

Each line ends with the natural charge from an NBO analysis.
Cartesian coordinates (Å):
C 0.35 -1.28 0.39  -0.46
C 0.98 -0.18 0.30  -0.25
Br 1.35 0.87 1.87  0.06
I 2.00 0.49 -1.43  0.19
I -2.00 2.23 -0.61  -0.08
H -3.16 1.63 -1.39  0.08
H 0.34 -2.00 -0.42  0.22
H 0.13 -1.75 1.30  0.23

Computed properties:
- LUMO energy: 0.06 eV
- Highest occupied orbital energy: -9.52 eV
- Total charge: 0
- Spin multiplicity: 1


Version two
# C2H3BrI2

A molecular structure, C2H3BrI2 (wB97M-V/def2-TZVPD, OMol25).

Each line ends with the natural charge from an NBO analysis.
Cartesian coordinates (Å):
C -0.29 0.59 -0.75  -0.50
C 1.49 0.21 0.50  -0.56
Br 1.90 -1.64 0.15  0.07
I -1.41 2.16 0.11  0.16
I 2.83 1.71 -0.10  0.19
H 0.30 1.16 -1.55  0.22
H -0.62 -0.37 -0.94  0.20
H 1.23 0.36 1.62  0.23

Computed properties:
- LUMO energy: -0.22 eV
- Highest occupied orbital energy: -8.88 eV
- Total charge: 0
- Spin multiplicity: 1


Which one sits at the top of the stability order? version one does.